Entry from OMol25: C5H10NiO3 as an isolated structure (the ωB97M-V functional and the def2-TZVPD basis).

As for the HOMO energy (spin up / spin down): -7.56 / -7.04 eV. As for the LUMO energy (spin up / spin down): -0.0006 / -0.0421 hartree. As for the total charge: 0. The value obtained for the relative energy (zero: lowest compared OMol25 entry of this formula, charge and spin) is 56.27 kcal/mol. The calculation puts the frontier orbital gap (spin up / spin down) at 7.5402 / 5.8981 eV. Its multiplicity is 3. The expectation value of S² is 2.011.

```
19
C5H10NiO3 | OMol25 | the ωB97M-V functional and the def2-TZVPD basis
H 2.445 -1.719 0.161
H 2.160 0.162 1.662
Ni -0.058 0.992 -0.358
H 3.483 0.611 0.569
O 1.672 1.562 0.212
C -0.389 -1.679 0.072
C 2.391 0.437 0.612
C -3.173 0.525 -0.016
H -0.897 -0.447 1.744
H -3.736 -0.409 -0.153
H 0.102 -2.436 0.699
O 0.693 -0.829 -0.503
H -0.822 -2.126 -0.835
C 2.089 -0.774 -0.280
C -1.373 -0.905 0.855
H -3.482 0.997 0.929
H 2.541 -0.622 -1.273
H -3.376 1.208 -0.852
O -1.794 0.245 0.004
```

Electronic structure analysis, natural (NBO) charges in units of e: H 0.1817; H 0.1423; Ni 1.3905; H 0.1611; O -0.9246; C -0.1580; C -0.0847; C -0.2252; H 0.1381; H 0.1964; H 0.2027; O -0.6625; H 0.1910; C -0.0856; C -0.3039; H 0.1792; H 0.1821; H 0.1773; O -0.6980


Entry from OMol25: C10H15BBr2F4MnN2O3 as an isolated structure (the ωB97M-V functional and the def2-TZVPD basis).

As for the HOMO energy (spin up / spin down): -12.84 / -12.88 eV. As for the LUMO energy (spin up / spin down): -0.2088 / -0.1536 hartree. As for the total charge: +1. The value obtained for the relative energy (zero: lowest compared OMol25 entry of this formula, charge and spin) is 4.83 kcal/mol. The calculation puts the frontier orbital gap (spin up / spin down) at 7.1623 / 8.6958 eV. Its multiplicity is 5. The expectation value of S² is 6.072.

```
38
C10H15BBr2F4MnN2O3 | OMol25 | the ωB97M-V functional and the def2-TZVPD basis
H 5.563 -0.216 2.523
O -2.315 -0.885 2.514
C 2.221 0.466 0.491
C -2.081 0.995 1.065
Br 0.889 0.675 -2.760
O -1.105 1.272 -0.002
C -1.837 -0.451 1.513
Br -1.651 2.623 -3.131
C 3.878 -0.889 1.570
H -3.618 0.421 -0.352
H 1.327 -2.682 0.243
C 3.108 -2.012 1.207
C -0.592 1.239 -3.914
F -2.483 -2.969 -2.323
F -1.873 -0.733 -1.962
H 3.420 -3.010 1.479
H -1.191 0.356 -4.092
H -4.207 0.831 1.267
H 1.821 1.429 0.198
H -0.799 1.888 2.554
H -0.112 1.618 -4.808
H 5.359 -1.923 2.535
C -1.832 1.952 2.213
F -1.296 -1.810 -3.932
H -2.041 2.975 1.899
C 1.945 -1.836 0.515
O -1.088 -1.216 0.695
H 3.931 1.281 1.442
Mn -0.285 -0.517 -0.754
H -1.486 1.895 -0.642
C -3.486 1.096 0.495
H -2.486 1.694 3.043
F -0.284 -2.337 -1.921
N 1.498 -0.617 0.141
N 5.021 -1.019 2.255
H -3.687 2.122 0.178
B -1.534 -2.087 -2.626
C 3.392 0.379 1.186
```

Electronic structure analysis, natural (NBO) charges in units of e: H 0.4126; O -0.5103; C 0.0810; C 0.1462; Br 0.1611; O -0.7910; C 0.7512; Br 0.0940; C 0.2737; H 0.2365; H 0.2366; C -0.2856; C -0.5030; F -0.4937; F -0.5656; H 0.2447; H 0.2763; H 0.2603; H 0.2210; H 0.2227; H 0.2551; H 0.4144; C -0.6198; F -0.5238; H 0.2224; C 0.0855; O -0.6826; H 0.2422; Mn 1.6147; H 0.5196; C -0.6378; H 0.2569; F -0.5562; N -0.6079; N -0.7310; H 0.2204; B 1.3608; C -0.3014


Entry from OMol25: C35H44FN3O3PdSeSi2 as an isolated structure (the ωB97M-V functional and the def2-TZVPD basis).

As for the HOMO energy: -0.82 eV. As for the LUMO energy: 0.1389 hartree. As for the total charge: -2. The value obtained for the relative energy (zero: lowest compared OMol25 entry of this formula, charge and spin) is 12.90 kcal/mol. The calculation puts the frontier orbital gap at 4.6014 eV.

```
90
C35H44FN3O3PdSeSi2 | OMol25 | the ωB97M-V functional and the def2-TZVPD basis
O -0.775 0.459 -1.871
H -1.544 3.030 -2.143
H -2.903 1.617 -1.706
H -0.643 2.480 2.349
H -2.335 2.327 2.900
C 4.002 1.724 -1.976
C -1.579 -2.832 -0.726
H -1.117 2.406 -0.534
H -2.972 -0.202 6.742
H 6.074 1.166 -1.966
C 3.659 4.123 -1.916
H 2.836 -2.524 -0.628
H -6.360 0.157 0.321
C -5.432 -2.322 0.972
H 4.198 -1.712 0.130
H -4.964 -3.797 -1.319
C -1.491 1.796 2.450
Si 4.142 -1.086 -2.238
Si 0.676 3.845 -1.462
H 6.969 3.418 -1.943
H 0.309 5.450 0.391
H -3.590 -4.872 -1.569
H 6.545 -0.776 -1.438
C 1.215 -2.413 3.214
C 6.046 -1.093 -2.356
C -3.443 -1.440 -0.339
C 3.723 -1.878 -3.899
H -5.931 -1.859 1.827
H 4.224 -2.848 -3.992
O 1.359 -1.471 -2.168
O 0.664 -3.568 -1.970
H 4.482 -3.133 -0.899
C 0.170 -1.415 3.628
H -1.742 1.503 1.428
C -4.440 -3.370 1.457
C 3.116 2.836 -1.906
C -1.080 3.276 -1.188
C -2.776 -0.404 -1.004
H -4.878 -5.335 -0.444
C 0.500 5.124 -2.862
C -3.535 -3.816 0.317
C 5.893 3.278 -1.948
H -1.149 -3.825 -0.657
H -1.637 4.100 -0.730
C 5.034 4.357 -1.937
H 0.378 4.599 -3.814
H -1.505 -0.879 7.446
H 2.220 -2.042 3.438
N -2.800 -2.654 -0.178
C -4.705 0.967 -0.755
C 3.871 -2.232 -0.776
N 3.406 0.478 -2.046
H 2.656 -2.023 -4.038
H 1.197 -2.564 2.134
H -2.536 1.070 4.794
H -2.781 -4.502 0.705
C -0.503 -1.607 4.829
Pd 1.412 0.573 -1.962
C -1.116 0.593 3.268
H -0.396 5.731 -2.692
H -3.817 -2.952 2.250
C 0.499 -2.346 -1.872
H -2.659 -1.935 6.642
H -0.256 -2.482 5.428
C 1.126 4.769 0.125
C -5.363 -0.037 -0.058
H 2.049 5.344 0.076
C -0.836 -1.877 -1.332
N 1.755 2.556 -1.824
C -1.364 -0.549 -1.447
H 1.071 -3.365 3.734
C -4.290 -4.496 -0.822
C -0.111 -0.290 2.814
H 1.234 4.031 0.927
H -4.962 -4.238 1.866
H 6.440 -0.514 -3.193
C -2.188 -0.949 6.594
C -1.770 0.365 4.476
H 5.407 5.376 -1.931
H -6.219 -2.792 0.373
C -1.480 -0.727 5.283
C -3.427 0.816 -1.212
H 3.001 4.980 -1.900
H 6.303 -2.146 -2.524
C -4.745 -1.245 0.170
H 1.350 5.800 -2.965
F -5.369 2.135 -0.954
Se 0.825 0.020 1.190
H 4.104 -1.225 -4.693
C 5.375 1.982 -1.966
```

Electronic structure analysis, Löwdin charges in units of e: O -0.1017; H 0.0216; H 0.0978; H 0.0626; H 0.0637; C -0.3099; C 0.0252; H -0.0002; H 0.0589; H 0.0461; C -0.0946; H 0.0034; H 0.1241; C -0.1418; H 0.0290; H 0.0812; C -0.1106; Si 0.4159; Si 0.3782; H 0.0746; H 0.0163; H 0.0832; H 0.0199; C -0.1188; C -0.2158; C -0.0772; C -0.1826; H 0.1173; H 0.0184; O -0.1976; O -0.0022; H 0.0210; C -0.3240; H 0.0370; C -0.1366; C -0.3249; C -0.1898; C -0.0237; H 0.0795; C -0.1887; C -0.3166; C -0.1596; H 0.1437; H 0.0365; C -0.1585; H 0.0219; H 0.0645; H 0.0746; N 0.0083; C -0.2538; C -0.1689; N -0.1620; H 0.0067; H 0.0275; H 0.0958; H 0.1470; C -0.0574; Pd 0.9176; C -0.3201; H 0.0131; H 0.1305; C -0.6175; H 0.0622; H 0.1011; C -0.1722; C 0.0316; H 0.0093; C -0.0543; N -0.1853; C -0.3126; H 0.0592; C -0.0308; C -0.6023; H 0.0267; H 0.1140; H 0.0192; C -0.0898; C -0.0545; H 0.0741; H 0.1119; C -0.3176; C 0.0687; H 0.0515; H 0.0165; C -0.1367; H 0.0047; F 0.0389; Se 0.6097; H 0.0192; C -0.0699


Entry from OMol25: C3H7NS2 in the gas phase (the ωB97M-V functional and the def2-TZVPD basis).

As for the HOMO energy: -8.46 eV. As for the LUMO energy: 0.0241 hartree. As for the total charge: 0. The value obtained for the relative energy (zero: lowest compared OMol25 entry of this formula, charge and spin) is 43.63 kcal/mol. The calculation puts the frontier orbital gap at 9.1195 eV. As for the structure (SMILES): CNC(=S)SC.

```
13
C3H7NS2 | OMol25 | the ωB97M-V functional and the def2-TZVPD basis
H 1.213 -0.681 2.186
S 1.715 1.343 1.082
C 0.674 0.643 0.017
H -0.567 -0.784 -2.254
H -1.749 0.357 -1.246
S -0.392 -0.663 0.495
H -0.380 -2.060 2.362
H -0.458 -0.249 3.019
H 1.160 1.347 -1.784
N 0.368 0.875 -1.286
C -0.721 0.168 -1.904
C 0.046 -0.967 2.134
H -0.908 0.670 -2.822
```

Electronic structure analysis, natural (NBO) charges in units of e: H 0.2758; S -0.1399; C -0.0892; H 0.2071; H 0.2332; S 0.3049; H 0.2487; H 0.2332; H 0.4185; N -0.6048; C -0.4425; C -0.8617; H 0.2165


Question: The lowest relative energy (zero: lowest compared OMol25 entry of this formula, charge and spin) belongs to which entry?
Answer: C10H15BBr2F4MnN2O3


Question: Number 2 is which compound?
Answer: C10H15BBr2F4MnN2O3


Question: The highest relative energy (zero: lowest compared OMol25 entry of this formula, charge and spin) belongs to which entry?
Answer: C5H10NiO3